Computed, not measured: C27H50O13S3V as an isolated structure, with ωB97M-V/def2-TZVPD.

Computed properties:
E_tot: -113616.090 eV
Highest occupied orbital energy: -4.63 eV
Largest force on an atom: 4.82 eV/Å
Orbital gap: 6.63 eV
Total charge: -1

Cartesian coordinates (Å):
O  1.4281  -0.7421  -0.2758
V  0.1988  0.2640  -0.0982
O  -0.9046  -0.3370  0.8433
C  0.3027  2.5235  3.2281
C  1.3566  1.8184  2.3955
C  1.5344  0.3454  2.8043
O  1.1113  2.0632  1.0632
H  -0.5028  1.8414  3.5000
H  0.0145  3.5062  2.8546
H  0.4776  2.7039  4.2887
H  2.3110  2.3077  2.5901
H  2.2124  0.2719  3.6546
H  2.0495  -0.2030  2.0155
H  0.5609  -0.0739  3.0582
C  -3.5790  2.1812  -0.4590
C  -2.5182  2.0541  -1.5426
C  -2.6735  3.1149  -2.6975
O  -1.2234  1.9729  -1.0456
H  -3.2491  3.1229  -0.0203
H  -3.6423  1.3852  0.2828
H  -4.5779  2.3539  -0.8595
H  -2.7707  1.1425  -2.0841
H  -2.6904  4.0653  -2.1640
H  -3.5846  2.9370  -3.2688
H  -1.8184  3.0333  -3.3685
O  -2.6558  -1.8519  3.2964
S  -2.5193  -3.2257  2.8314
O  -1.9351  -4.2472  3.6744
O  -4.0884  -3.8197  2.5185
C  -5.0882  -2.9378  1.9070
C  -6.2537  -3.7683  1.4028
C  -1.7654  -3.3028  1.1779
H  -4.5278  -2.2759  1.2466
H  -5.4798  -2.2253  2.6329
H  -6.7523  -3.3087  0.5494
H  -7.1090  -3.7166  2.0765
H  -5.9581  -4.7193  0.9598
H  -0.7425  -2.9323  1.2443
H  -2.3435  -2.5826  0.5989
H  -1.9907  -4.1709  0.5585
O  3.3080  0.7096  -4.0057
S  2.2904  1.4669  -3.2132
O  1.3624  0.8243  -2.2618
O  3.0906  2.7432  -2.5735
C  4.0908  3.4957  -3.1965
C  5.4158  2.9931  -2.6521
C  1.1674  2.4369  -4.4399
H  4.0874  4.5515  -2.9258
H  4.1806  3.3727  -4.2758
H  6.1673  3.7603  -2.8385
H  5.6738  2.0412  -3.1162
H  5.3815  2.9491  -1.5635
H  1.7141  3.3445  -4.6956
H  0.2574  2.6437  -3.8766
H  0.9642  1.7634  -5.2725
O  -1.3624  -4.1428  -2.2652
S  -0.3991  -3.0579  -2.0481
O  -0.8671  -1.7366  -1.6838
O  0.5766  -3.5650  -0.8222
C  1.1079  -4.8402  -0.7668
C  2.3828  -5.1482  -1.6762
C  0.8116  -2.7062  -3.5647
H  0.2942  -5.5189  -1.0223
H  1.3308  -5.1825  0.2438
H  2.1674  -4.8167  -2.6920
H  2.4470  -6.2349  -1.7301
H  3.2777  -4.5981  -1.3854
H  1.0412  -3.5879  -4.1630
H  1.7382  -2.2031  -3.2883
H  0.2219  -2.0588  -4.2137
C  4.7089  -0.2901  -0.6814
C  5.8262  -0.2647  -1.4578
C  7.0477  0.0390  -0.9034
C  7.2617  0.3186  0.4265
C  6.0568  0.4630  1.1698
C  4.8154  0.1193  0.6125
H  3.7388  -0.5780  -1.0589
H  5.6564  -0.5283  -2.4913
H  7.8387  -0.0376  -1.6347
H  8.2416  0.6118  0.7734
H  6.2388  0.7132  2.2046
H  3.9375  0.1122  1.2415
C  -4.7275  0.7167  3.1093
C  -3.5175  1.3786  3.0606
C  -3.4711  2.7274  3.3940
C  -4.5714  3.4137  3.9066
C  -5.7138  2.7649  4.1235
C  -5.7727  1.4494  3.7516
H  -4.9470  -0.2347  2.6477
H  -2.7750  0.9089  2.4325
H  -2.6519  3.3732  3.1143
H  -4.5314  4.4590  4.1750
H  -6.4724  3.0904  4.8200
H  -6.7501  1.0078  3.8788